Density functional theory data (ωB97M-V with the def2-TZVPD basis set) for a 2-piece molecular cluster, C6H13O2 overall at a distorted geometry.

Structure (XYZ):
```
21
C6H13O2, DFT ωB97M-V with the def2-TZVPD basis set
O -2.7016 0.8909 -0.3723
O -1.9721 -3.2193 -0.3954
C -0.4066 1.5927 -0.9113
C 2.3032 -0.4435 0.3078
C 1.2482 0.3188 0.5648
C 2.7692 -1.6630 1.0199
C 0.9131 1.5787 -0.1777
C -1.6819 1.6928 0.0440
H 1.7468 1.7728 -0.8505
H 3.8273 -1.8893 0.8706
H 0.9780 2.3444 0.6022
H -1.2535 -3.6478 -0.8648
H -1.9908 2.7701 0.0722
H 2.6223 -1.6510 2.1071
H 2.8668 -0.1868 -0.5725
H 2.2900 -2.6011 0.7037
H -0.4837 2.4214 -1.6214
H -1.5837 -2.4291 -0.0040
H -0.6402 0.6566 -1.4338
H 0.6428 0.1094 1.4495
H -1.3030 1.3941 1.0615
```

Values from the calculation:
- Multiplicity: 1
- Energy above the lowest of the compared OMol25 structures with the same formula, charge and spin: 74.4 kcal per mole
- Highest occupied orbital energy: -2.250 eV
- Kohn-Sham gap: 5.58 eV
- Charge: -1

Mulliken population analysis, charges in e, atoms 1 to 8: number 1, O, carries -0.903; number 2, O, carries -0.652; number 3, C, carries -0.433; number 4, C, carries -0.029; number 5, C, carries -0.182; number 6, C, carries -1.171; number 7, C, carries -0.790; number 8, C, carries -0.359


Density functional theory data (ωB97M-V with the def2-TZVPD basis set) for C17H17Cl2F3N4O3Ru as an isolated structure at a distorted geometry.

Structure (XYZ):
```
47
C17H17Cl2F3N4O3Ru, DFT ωB97M-V with the def2-TZVPD basis set
Ru 0.4539 -0.0016 0.0955
Cl -0.6203 -2.4142 0.0008
Cl 1.8496 -3.6693 1.0871
F 2.0094 2.3729 0.4075
F -0.0400 2.5528 1.0664
F 0.4210 2.5440 -1.0473
O 4.1303 -0.7002 1.4818
O -1.5650 0.4266 -0.0306
O 4.3079 -0.8034 -0.8654
N 0.7245 0.0274 2.1832
N 0.9292 -0.1320 -1.9180
N -3.6575 1.1084 -0.5054
N 2.2978 -0.3931 0.2121
C -2.3706 1.2892 -0.4916
C 2.2790 -0.3714 -2.1361
C 2.7995 -0.4053 -3.4409
C -4.2449 -0.1393 0.0000
C -4.5621 2.1401 -1.0283
C 2.4099 -0.2093 3.8563
C -0.1892 0.2675 3.1307
C 3.0458 -0.5465 -0.9675
C 0.3604 -3.9221 0.2082
C 0.1186 0.0653 -2.9838
C 0.5786 0.0328 -4.2695
C 2.0076 -0.2081 2.5472
C 0.1445 0.2824 4.4730
C 0.7613 2.0242 0.1335
C 1.4573 0.0433 4.8413
C 2.9438 -0.4630 1.4114
C 1.9509 -0.2010 -4.4974
H 1.7432 0.0519 5.8856
H -4.2301 -0.1506 1.0894
H -0.2678 -4.6019 0.7670
H -0.6172 0.4835 5.2135
H 3.8580 -0.5812 -3.5779
H -1.1992 0.4527 2.7946
H -4.0083 3.0491 -1.2465
H -5.0441 1.7859 -1.9369
H -3.6877 -0.9957 -0.3693
H 3.4500 -0.4040 4.0832
H -0.1092 0.1864 -5.0882
H -2.0100 2.2406 -0.8787
H -5.2732 -0.2025 -0.3410
H -0.9264 0.2389 -2.7706
H 0.5826 -4.2955 -0.7812
H -5.3272 2.3612 -0.2886
H 2.3354 -0.2163 -5.5087
```

Values from the calculation:
- Multiplicity: 5
- Energy above the lowest of the compared OMol25 structures with the same formula, charge and spin: 5.8 kcal per mole
- Highest occupied orbital energy (alpha / beta): -12.755 / -16.024 eV
- Kohn-Sham gap (alpha / beta): 5.80 / 6.69 eV
- Charge: +2
- Expectation value of S²: 6.040

Mulliken population analysis, charges in e, atoms 1 to 8: number 1, Ru, carries 1.056; number 2, Cl, carries 0.085; number 3, Cl, carries -0.062; number 4, F, carries -0.235; number 5, F, carries -0.195; number 6, F, carries -0.220; number 7, O, carries -0.542; number 8, O, carries -0.509


Density functional theory data (ωB97M-V with the def2-TZVPD basis set) for C42H76AlF6N2O16P as an isolated structure at a distorted geometry.

Structure (XYZ):
```
144
C42H76AlF6N2O16P, DFT ωB97M-V with the def2-TZVPD basis set
P 2.9393 3.1108 -0.7501
Al 0.1574 0.6481 -0.3644
F 1.8266 2.9903 0.3623
F 2.5979 4.7299 -1.1562
F 4.3018 3.2909 -1.6176
F 1.8949 2.5445 -1.8556
F 3.6937 3.7383 0.5663
F 3.2946 1.6053 -0.3296
O -4.2229 2.9070 0.1621
O 1.8951 -1.1946 -2.0162
O -1.3722 -2.3047 0.1775
O -0.6585 -4.2312 -0.8209
O -1.6672 -4.2936 1.2123
O -1.4168 0.2033 -3.0168
O 1.6461 -1.3229 1.5819
O -0.3910 2.7915 1.8912
O -1.4376 -1.5884 3.7258
O -1.0827 4.1294 3.7056
O -0.9231 3.3753 -1.1171
O -4.8363 1.2225 -1.1233
O 0.6310 2.9814 3.9067
O -2.8155 1.1026 -0.1119
O -0.4405 0.1423 4.3468
O -1.4121 0.1263 2.2444
N -1.4340 -0.4294 -4.3909
N 2.4562 -1.5427 2.6674
C 3.9811 -2.0781 -2.5691
C -1.2013 -5.5875 0.9431
C -1.2614 -3.5205 0.1574
C -1.9736 -2.2983 -5.9069
C -0.6269 -2.0709 4.7483
C -5.6079 4.6373 -0.6809
C -3.8843 -0.9687 -4.8765
C 2.0663 -4.0642 2.6017
C -1.0389 0.4590 -5.5046
C -2.1255 1.4451 -6.0613
C 1.6922 -2.2687 -2.9683
C -5.9109 2.1734 -1.3824
C -0.5445 4.5480 4.8707
C -0.1043 -0.8385 5.3856
C 4.3936 -3.1737 1.8181
C -0.9830 5.6785 -1.5131
C 0.2305 1.3737 -5.0610
C -5.5434 3.1879 -0.2647
C 3.2647 -1.0048 -1.7453
C -0.9343 4.6538 -0.4358
C -2.3964 -2.5097 -3.4605
C 3.8893 -0.8044 4.6265
C 3.0948 -2.8990 2.8140
C 3.5461 -3.2347 4.2896
C -1.9093 3.5275 -2.1423
C 3.3545 -0.4579 3.2178
C -2.4055 -1.5111 -4.6328
C 4.5567 -2.1971 4.7382
C 4.6118 -0.1020 2.3664
C -1.6998 4.6516 5.9466
C -0.2880 3.2360 3.0762
C 2.9103 -3.0457 -2.7097
C -3.8943 1.6465 -0.1960
C -1.5853 -1.4681 -7.1019
C -0.8026 -0.3280 6.6811
C 0.4942 3.5130 5.1286
C 2.6595 0.8910 3.4422
C -1.9402 5.0246 -2.4874
C -0.5030 -0.4410 -6.6767
C -1.1107 -0.4078 3.3187
C -0.6641 -5.6069 -0.4667
C 0.8671 -5.9418 -0.4399
H 4.9602 0.9182 2.5272
H 0.1948 2.8651 5.9524
H -1.3514 4.9159 6.9450
H -4.7749 4.9763 -1.2967
H -1.8442 -0.3005 6.3611
H -1.3545 3.0371 -2.9421
H -4.0260 -0.0101 -4.3775
H 4.8730 -2.4738 -2.0832
H -1.7296 2.0246 -6.8952
H 1.3602 4.0958 5.4424
H -2.8249 2.9724 -1.9381
H 4.4711 -0.0170 5.1057
H -2.2600 3.7206 6.0329
H 3.7001 -0.0184 -1.9048
H 5.4133 -0.8323 2.4772
H 2.2703 1.1190 2.4499
H 4.8259 -2.2993 5.7894
H 2.8516 -3.6309 -1.7920
H -4.6711 -1.6717 -4.6031
H 4.3731 -0.2084 1.3082
H -2.9820 5.3254 -2.3770
H -2.9210 -2.2466 -2.5420
H 0.9310 -1.0017 5.6850
H 1.2499 -4.0711 3.3239
H 1.6832 -2.0456 -4.0352
H -2.0451 -6.2774 0.9352
H 2.4050 -5.0949 2.4958
H 0.3530 -1.0244 -6.3373
H 4.1673 -2.8098 0.8158
H -1.4072 -2.1749 -7.9123
H -1.2899 6.6736 -1.1912
H 0.9824 -6.9488 -0.0389
H -6.8999 1.7630 -1.1782
H 2.9804 -0.7896 5.2279
H 1.4449 -5.1733 0.0736
H 4.3946 -1.6180 -3.4665
H 0.0463 5.7868 -1.8553
H 3.4884 -1.2258 -0.7017
H -2.6839 1.8894 -5.2373
H -0.2235 0.2070 -7.5074
H -1.7705 5.2322 -3.5439
H -6.3994 2.9962 0.3823
H -0.5440 -5.8223 1.7803
H -2.7631 -2.9786 -6.2261
H -1.2976 -6.2523 -1.0752
H 2.6810 -3.2665 4.9520
H 4.0747 -4.1870 4.3321
H 5.4857 -2.3190 4.1813
H -1.8098 4.7891 0.1994
H -5.8260 2.6814 -2.3430
H 0.9780 0.7058 -4.6330
H 4.6687 -4.2165 1.6603
H -5.8626 5.2982 0.1477
H -0.0012 5.4809 4.7205
H -0.1125 4.8929 0.2391
H 1.3997 -4.0170 1.7406
H -2.4480 -0.9389 -7.5067
H -2.9242 0.9106 -6.5756
H 5.3818 -2.8037 2.0914
H 1.8143 0.7995 4.1243
H 3.1522 -3.6700 -3.5698
H 1.3350 -5.8858 -1.4228
H 0.8423 1.7560 -5.8781
H -1.2049 -2.8255 5.2818
H -2.4557 5.4053 5.7261
H -0.5322 -0.9885 7.5049
H -4.1331 -0.8098 -5.9258
H -0.3808 0.6177 7.0215
H 0.1232 -2.6834 4.2480
H -2.8067 -3.4572 -3.8098
H -1.0700 -2.8853 -5.7428
H -6.5185 4.7890 -1.2604
H 0.7343 -2.6184 -2.5834
H 3.2668 1.7754 3.6350
H 0.2607 2.1210 -4.2681
H -1.3658 -2.5011 -3.1058
```

Values from the calculation:
- Multiplicity: 1
- Energy above the lowest of the compared OMol25 structures with the same formula, charge and spin: 0.0 kcal per mole
- Highest occupied orbital energy: -5.569 eV
- Kohn-Sham gap: 2.17 eV

Mulliken population analysis, charges in e, atoms 1 to 8: number 1, P, carries 1.572; number 2, Al, carries 1.515; number 3, F, carries -0.523; number 4, F, carries -0.429; number 5, F, carries -0.381; number 6, F, carries -0.254; number 7, F, carries -0.459; number 8, F, carries -0.412


Density functional theory data (ωB97M-V with the def2-TZVPD basis set) for C5H6N2 as an isolated structure.

Structure (XYZ):
```
13
C5H6N2, DFT ωB97M-V with the def2-TZVPD basis set
N -0.8033 0.9434 -0.9185
N 1.8324 -0.3451 1.0478
C 0.0522 -0.2915 -0.9249
C -1.4801 0.4640 0.0613
C -0.9366 -0.9374 0.0844
C 1.3677 0.1728 -0.3145
C 1.2671 0.7733 0.9877
H 2.1366 0.4970 -1.0138
H -2.2164 1.0086 0.6548
H -0.5396 -1.3801 1.0020
H 0.7854 1.4985 1.6295
H 0.1674 -0.7700 -1.9030
H -1.6328 -1.6336 -0.3928
```

Values from the calculation:
- Multiplicity: 1
- Energy above the lowest of the compared OMol25 structures with the same formula, charge and spin: 86.4 kcal per mole
- Highest occupied orbital energy: -9.897 eV
- Kohn-Sham gap: 10.95 eV

Mulliken population analysis, charges in e, atoms 1 to 8: number 1, N, carries -0.541; number 2, N, carries -0.497; number 3, C, carries 0.010; number 4, C, carries -0.184; number 5, C, carries -0.605; number 6, C, carries -0.148; number 7, C, carries -0.171; number 8, H, carries 0.411